# 1
C4H8NS | ωB97M-V/def2-TZVPD

The geometry in ORCA input format:
```
! wB97M-V def2-TZVPD RIJCOSX def2/J DEFGRID3
* xyz 1 1
C -0.54 -2.05 0.75
N 0.78 -1.20 0.59
H -1.67 1.24 -1.36
H 0.91 -0.33 -1.45
C 1.18 -0.10 -0.38
H 1.62 -1.79 0.81
H -0.46 -0.50 2.40
H -0.36 2.47 -1.83
H -1.07 -2.89 0.27
C -0.91 2.03 -0.94
H -1.61 2.77 -0.46
C -0.34 -1.01 1.50
S 0.18 1.28 0.33
H 2.28 0.07 -0.23
*
```

Computed properties:
- SMILES = CSC[NH+]1C=C1
- energy (eV) = -16592.083
- gap between HOMO and LUMO (eV) = 9.5
- energy above the lowest of the compared OMol25 structures with the same formula, charge and spin (kcal/mol) = 76.6
- HOMO (eV) = -13.244

From a Mulliken analysis of the wavefunction, the atomic charges in e read:
1. C -0.0771
2. N -0.1526
3. H 0.2668
4. H 0.3127
5. C -0.3337
6. H 0.3401
7. H 0.4150
8. H 0.3019
9. H 0.3823
10. C -0.7636
11. H 0.3306
12. C -0.2792
13. S -0.0549
14. H 0.3116

# 2
C5H8O | ωB97M-V/def2-TZVPD

The geometry in ORCA input format:
```
! wB97M-V def2-TZVPD RIJCOSX def2/J DEFGRID3
* xyz 0 1
C -0.47 -0.88 0.45
H 2.53 0.08 -0.80
H -0.31 0.42 2.19
H 0.91 0.52 -1.46
H -1.63 0.07 -1.18
H -1.35 -1.70 -1.36
H -1.00 1.23 0.77
C -0.29 0.46 1.10
C 1.12 0.90 0.67
H -2.42 -1.08 -0.11
H 1.04 -0.93 -0.30
C -1.47 -0.88 -0.65
C 1.48 0.16 -0.59
O 1.85 1.63 1.28
*
```

Computed properties:
- energy (eV) = -7358.074
- gap between HOMO and LUMO (eV) = 8.4
- energy above the lowest of the compared OMol25 structures with the same formula, charge and spin (kcal/mol) = 96.4
- HOMO (eV) = -8.488

From a Mulliken analysis of the wavefunction, the atomic charges in e read:
1. C -0.2391
2. H 0.3587
3. H 0.3376
4. H 0.2973
5. H 0.3472
6. H 0.3255
7. H 0.2747
8. C -0.3262
9. C 0.4704
10. H 0.3776
11. H 0.3123
12. C -1.1286
13. C -0.8773
14. O -0.5299

# 3
C31H47BrO2P2Sc | ωB97M-V/def2-TZVPD

The geometry in ORCA input format:
```
! wB97M-V def2-TZVPD RIJCOSX def2/J DEFGRID3
* xyz 1 1
H 0.30 -0.04 -7.61
H 2.00 1.57 -4.90
H -2.39 5.69 4.88
H 3.78 -0.10 -2.40
C 0.84 0.18 3.24
P -1.82 0.30 -2.70
C -1.07 2.02 -6.67
C -0.93 2.39 0.79
C -0.83 -1.75 0.52
O 0.24 2.35 0.31
H -4.08 4.63 3.39
C 0.58 2.39 -2.65
C 1.09 1.24 -5.40
H 1.01 2.56 -7.07
H -1.41 2.58 -3.48
H 3.60 1.18 -3.67
H -2.19 0.24 2.87
H 1.85 0.57 3.16
H 1.12 2.81 -3.51
H 2.37 3.47 -0.73
C -2.63 3.57 2.20
H 0.34 3.25 -2.01
H -0.42 1.33 -4.17
C -0.73 1.75 -3.22
H -0.79 -1.32 -4.30
H 1.63 -3.56 -0.39
H -1.85 -1.35 3.58
C 1.11 -2.75 -0.93
C -2.04 -0.07 -5.60
O -1.80 1.56 0.30
C -2.08 5.04 4.06
H 0.78 -0.48 4.11
C 1.29 -0.97 0.95
C -1.34 -1.00 -6.55
H 3.24 -1.40 1.76
H -2.18 -3.41 0.75
C -2.03 -0.82 2.63
H -2.88 -1.99 -0.06
C -0.32 3.94 2.78
C -0.73 4.77 3.84
C 3.06 0.48 -3.01
H -1.84 -0.95 -7.53
H 0.35 -3.22 -1.55
C 0.39 2.32 -6.19
H -3.93 0.78 -3.96
H 0.71 -1.63 -6.96
H -1.45 -2.05 -6.22
C -0.86 -0.99 1.72
C 0.53 -1.78 0.04
C 0.84 -0.09 -5.53
C -3.59 0.51 -2.95
H 3.76 2.99 -1.79
C 2.77 -0.80 0.95
H 2.48 -0.24 -3.62
H -2.94 -1.21 2.17
H 3.47 2.17 -0.21
H 3.05 0.25 1.12
H -1.75 -3.05 -0.94
C 0.18 -0.69 -6.73
C -3.02 4.44 3.23
H -3.91 1.31 -2.26
H -1.56 3.00 -6.83
H 0.00 -1.39 -2.73
H 1.85 -2.28 -1.58
H 1.33 -0.82 -4.87
H 0.36 3.25 -5.61
H -4.13 -0.41 -2.65
H 3.21 -1.12 0.00
C -1.29 3.32 1.93
H -1.60 -2.13 -2.95
H 0.17 1.03 3.42
C -0.98 -1.26 -3.22
H 0.01 5.22 4.50
H -2.85 -0.53 -5.01
H -3.38 3.08 1.59
Sc -0.21 0.46 -0.89
C 3.00 2.63 -1.08
C 0.43 -0.52 1.99
C -1.93 1.27 -5.69
P 1.97 1.38 -1.89
C -1.96 -2.60 0.04
Br 1.55 3.63 2.59
H -1.03 1.53 -7.65
H -2.60 1.92 -5.10
*
```

Computed properties:
- energy (eV) = -146318.926
- gap between HOMO and LUMO (eV) = 7.1
- HOMO (eV) = -9.589

From a Mulliken analysis of the wavefunction, the atomic charges in e read:
1. H 0.3500
2. H 1.1240
3. H 0.3948
4. H 0.4519
5. C -1.6944
6. P 1.2127
7. C -1.2275
8. C 1.3765
9. C 1.3713
10. O -0.1435
11. H 0.3878
12. C -2.0303
13. C -1.3030
14. H 0.4826
15. H 0.9078
16. H 0.5993
17. H 0.2183
18. H 0.3575
19. H 0.7838
20. H 0.3544
21. C -0.2252
22. H 0.8041
23. H -2.7271
24. C 2.4323
25. H -0.6829
26. H 0.3814
27. H 0.3563
28. C -1.5683
29. C -0.2461
30. O -0.8797
31. C -0.5453
32. H 0.3172
33. C 0.8010
34. C -1.0185
35. H 0.3718
36. H 0.3832
37. C -1.7402
38. H 0.3606
39. C 0.1099
40. C -0.5739
41. C -1.2359
42. H 0.4061
43. H 0.4088
44. C -0.8390
45. H 0.5019
46. H 0.3833
47. H 0.2893
48. C 0.5154
49. C 0.4350
50. C 0.3078
51. C -1.3159
52. H 0.4681
53. C -1.8152
54. H 0.0022
55. H 0.4367
56. H 0.3071
57. H 0.2700
58. H 0.3218
59. C -1.0570
60. C -0.6696
61. H 0.3568
62. H 0.4730
63. H -0.5708
64. H 0.2405
65. H 0.4274
66. H 0.2463
67. H 0.3900
68. H 0.3342
69. C 0.0032
70. H 0.5771
71. H 0.3041
72. C 0.3477
73. H 0.4322
74. H 0.8015
75. H 0.3798
76. Sc -1.6244
77. C -1.3547
78. C 0.8529
79. C -0.2407
80. P 1.6548
81. C -1.9527
82. Br -0.1219
83. H 0.3203
84. H 0.5182

> energy of number 3 (C31H47BrO2P2Sc)?

-146318.926 eV